{"formula": "C48H114N14O10", "method": "ωB97M-V/def2-TZVPD", "total_energy_ha": -3416.02224, "orbital_gap_ha": 0.2915, "smiles": "CC1(C)CCCC(C)(C)N1O.CC1(C)CCCC(C)(C)N1O.CC1(C)CCCC(C)(C)N1O.CC1(C)CCCC(C)(C)N1O.COC[C@H](C)N.COC[C@H](C)N.NC(N)=O.NC(N)=O.NC(N)=O.NC(N)=O", "lumo_ev": 0.1, "symbols": ["C", "C", "C", "C", "C", "C", "C", "C", "C", "N", "O", "H", "H", "H", "H", "H", "H", "H", "H", "H", "H", "H", "H", "H", "H", "H", "H", "H", "H", "H", "C", "C", "C", "C", "C", "C", "C", "C", "C", "N", "O", "H", "H", "H", "H", "H", "H", "H", "H", "H", "H", "H", "H", "H", "H", "H", "H", "H", "H", "H", "C", "C", "C", "C", "C", "C", "C", "C", "C", "N", "O", "H", "H", "H", "H", "H", "H", "H", "H", "H", "H", "H", "H", "H", "H", "H", "H", "H", "H", "H", "C", "C", "C", "C", "C", "C", "C", "C", "C", "N", "O", "H", "H", "H", "H", "H", "H", "H", "H", "H", "H", "H", "H", "H", "H", "H", "H", "H", "H", "H", "C", "O", "C", "C", "C", "N", "H", "H", "H", "H", "H", "H", "H", "H", "H", "H", "H", "C", "O", "C", "C", "C", "N", "H", "H", "H", "H", "H", "H", "H", "H", "H", "H", "H", "N", "C", "N", "O", "H", "H", "H", "H", "N", "C", "N", "O", "H", "H", "H", "H", "N", "C", "N", "O", "H", "H", "H", "H", "N", "C", "N", "O", "H", "H", "H", "H"], "positions_angstrom": [[-0.01173, 4.29944, 5.35843], [-0.09711, 3.52918, 4.05419], [-1.33185, 2.59130, 4.12259], [-0.38609, 4.42670, 2.84663], [0.78828, 5.36986, 2.50184], [2.04834, 4.46462, 2.27685], [2.39180, 3.45205, 3.41040], [3.38629, 2.47700, 2.77649], [2.99184, 4.30790, 4.45785], [1.13017, 2.75091, 3.76119], [1.40461, 1.78450, 4.69994], [0.11042, 3.53708, 6.12784], [0.60006, 5.19650, 5.45381], [-1.04486, 4.55959, 5.58882], [-2.13131, 3.19339, 4.55439], [-1.50700, 2.34474, 3.07539], [-1.23574, 1.70765, 4.75348], [-0.44886, 3.79800, 1.95843], [-1.33671, 4.95248, 2.93592], [0.53773, 6.06249, 1.69834], [1.06655, 6.02421, 3.32797], [2.90515, 5.10975, 2.08247], [1.72823, 4.02551, 1.33196], [2.91721, 1.93772, 1.95354], [3.61373, 1.67562, 3.47945], [4.26687, 3.08328, 2.56411], [4.04387, 4.50797, 4.25463], [2.96064, 3.67484, 5.34463], [2.49671, 5.23435, 4.74877], [1.26275, 1.01806, 4.13954], [5.34718, 0.53568, 5.82797], [4.57578, -0.85433, 5.66092], [5.38536, -1.85783, 6.46366], [3.15424, -0.64309, 6.27685], [2.11196, -1.75140, 5.91778], [2.02031, -1.79809, 4.41439], [3.36553, -2.11437, 3.57962], [3.76813, -3.62222, 3.76277], [3.11962, -1.69091, 2.11086], [4.42387, -1.20947, 4.18928], [5.68741, -1.28479, 3.63845], [5.08227, 1.16002, 4.97468], [5.12174, 1.08147, 6.74415], [6.41539, 0.33597, 5.74342], [6.37651, -1.91224, 6.01338], [5.40066, -1.47594, 7.48445], [4.99124, -2.87408, 6.46483], [3.16567, -0.59255, 7.36562], [2.75197, 0.30592, 5.92237], [2.36645, -2.69710, 6.39629], [1.16868, -1.37111, 6.30984], [1.42135, -1.06432, 3.87500], [1.41304, -2.67806, 4.20229], [3.57010, -3.97850, 4.77368], [4.82338, -3.84613, 3.60652], [3.15993, -4.26282, 3.12416], [3.99508, -1.78334, 1.46811], [2.88588, -0.62874, 2.03841], [2.34209, -2.21677, 1.55678], [5.87685, -0.41041, 3.29035], [2.78895, 1.89764, -1.20990], [4.28662, 2.47127, -1.37953], [4.45425, 3.84883, -0.76615], [5.20776, 1.48050, -0.54391], [5.30723, 0.11293, -1.19210], [5.89027, 0.39017, -2.58320], [5.04632, 1.29413, -3.53807], [5.92182, 1.74359, -4.63509], [3.93405, 0.40982, -4.21676], [4.67333, 2.53167, -2.77659], [4.04666, 3.43753, -3.54665], [2.39753, 2.07336, -0.20789], [2.05372, 2.32500, -1.89173], [2.70600, 0.81150, -1.24872], [4.43919, 3.89370, 0.32282], [5.38250, 4.35575, -1.02977], [3.65972, 4.51016, -1.11180], [6.24284, 1.81427, -0.47097], [4.93923, 1.46398, 0.51237], [5.99220, -0.44080, -0.54999], [4.36554, -0.43586, -1.18049], [5.99274, -0.53412, -3.15179], [6.91867, 0.73431, -2.47337], [6.50747, 0.89707, -4.99358], [6.57196, 2.54574, -4.28586], [5.33333, 2.21006, -5.42514], [4.28215, -0.25237, -5.00950], [3.21740, 1.08535, -4.68384], [3.40995, -0.11981, -3.42121], [4.77799, 4.02786, -3.74226], [-5.70168, -4.05213, -4.70731], [-5.10842, -2.64618, -4.80731], [-6.14131, -1.62208, -5.26320], [-4.70028, -2.30383, -3.29877], [-3.64908, -1.24172, -3.14064], [-2.42235, -1.45092, -4.11710], [-2.78862, -1.70258, -5.60619], [-3.19586, -0.39000, -6.28949], [-1.60863, -2.29097, -6.36876], [-3.86854, -2.74905, -5.59827], [-4.18065, -3.19400, -6.95309], [-5.05886, -4.82424, -4.28455], [-6.59334, -4.06265, -4.08047], [-6.11999, -4.35503, -5.66719], [-6.52522, -1.80850, -6.26617], [-6.98222, -1.61069, -4.56978], [-5.80620, -0.58488, -5.26031], [-5.63846, -2.01827, -2.82299], [-4.57836, -3.14795, -2.62002], [-3.91906, -0.21506, -3.38798], [-3.29130, -1.06686, -2.12599], [-1.77492, -2.22752, -3.70991], [-1.79500, -0.55968, -4.10237], [-2.35585, 0.15179, -6.72417], [-3.52654, 0.31380, -5.52568], [-4.02928, -0.58055, -6.96565], [-1.49226, -3.37250, -6.43847], [-0.65831, -1.94605, -5.96131], [-1.72203, -1.88958, -7.37580], [-3.94580, -4.12402, -6.91401], [-4.96757, -5.32776, -0.43291], [-3.55509, -4.93282, -0.47420], [-2.92683, -4.81351, 0.73920], [-1.36117, -4.82513, 0.31827], [-0.46429, -4.53481, 1.60304], [-0.97264, -3.76110, -0.59152], [-4.91392, -6.31508, 0.02581], [-5.51347, -5.37638, -1.37511], [-5.47008, -4.63272, 0.23977], [-3.19435, -3.89034, 1.25329], [-3.21137, -5.62602, 1.40776], [-0.94575, -5.74167, -0.10064], [-0.67184, -5.20002, 2.44121], [-0.45012, -3.52243, 2.00677], [0.57405, -4.64245, 1.28943], [-1.26580, -2.89646, -0.15962], [-1.69638, -3.82093, -1.29346], [-2.48292, 2.38008, -1.35392], [-2.85465, 3.47378, -2.28218], [-3.84379, 3.12348, -3.26538], [-4.07948, 4.29570, -4.27721], [-5.40983, 4.14070, -5.05457], [-2.83823, 4.39315, -5.12746], [-2.17655, 1.41408, -1.75527], [-3.36682, 2.02143, -0.82648], [-1.76309, 2.73152, -0.61471], [-3.50394, 2.23524, -3.79795], [-4.78833, 2.81122, -2.81990], [-4.23942, 5.20787, -3.70236], [-5.30017, 3.31691, -5.75986], [-5.64325, 5.01032, -5.66888], [-6.33318, 3.89155, -4.53165], [-2.74176, 5.26560, -5.62710], [-2.02817, 4.41038, -4.52446], [-1.24767, -1.07438, 0.63197], [-0.48234, -0.31455, 1.36441], [0.40843, 0.23791, 0.55940], [-0.65301, -0.15204, 2.54147], [-1.41272, -0.92801, -0.35364], [-1.99556, -1.45130, 1.19651], [0.44439, 0.18151, -0.44838], [1.02219, 0.87128, 1.05157], [0.58124, -2.45917, -2.42551], [0.61081, -1.32535, -2.91829], [1.02740, -1.36215, -4.16038], [0.31710, -0.30059, -2.42202], [0.21290, -2.67404, -1.50994], [0.96286, -3.15405, -3.05129], [1.40656, -2.24861, -4.46123], [1.10693, -0.56150, -4.77090], [-2.84983, -1.11685, 3.73629], [-3.06130, -1.13526, 5.03437], [-2.01462, -0.81803, 5.68248], [-4.13075, -1.50173, 5.51043], [-3.67099, -1.30761, 3.18004], [-2.05540, -0.88235, 3.15837], [-2.18346, -0.92605, 6.67239], [-1.30440, -0.23729, 5.26006], [-6.02847, -0.37991, 0.90076], [-5.33447, -1.44098, 0.71058], [-5.97443, -2.26106, -0.15953], [-4.24959, -1.59984, 1.25204], [-6.83040, -0.33267, 0.28856], [-5.93898, 0.34100, 1.60245], [-6.77325, -1.77178, -0.53715], [-5.48524, -3.08568, -0.47701]], "forces_ev_per_angstrom": [[-1.489, -0.450, 0.675], [0.190, -0.044, -0.051], [0.750, 0.496, -0.125], [1.279, 0.705, -0.605], [0.667, -0.479, 1.775], [-1.767, 0.820, -1.162], [-2.006, 1.379, -2.723], [-0.580, -0.236, 1.355], [0.934, -0.717, 2.305], [0.113, 1.451, -2.062], [-0.153, -0.822, 0.887], [0.951, 0.218, 0.316], [0.131, -0.459, -0.085], [-0.087, 0.719, -0.080], [-0.266, -0.143, -0.340], [-0.517, -0.534, 0.324], [0.275, 0.114, -0.197], [-0.334, -0.340, -0.019], [0.005, 0.007, 0.287], [0.247, -0.400, -0.397], [-0.482, 0.208, 0.353], [0.186, -0.147, -0.016], [0.749, -0.861, -0.186], [0.240, 0.510, -0.445], [0.407, 0.100, 0.234], [0.127, -0.521, -0.519], [-0.005, 0.127, -0.077], [0.354, 0.154, 0.540], [-0.077, -0.118, -0.546], [0.016, -0.742, 0.428], [-0.386, -1.191, -1.354], [-1.155, 0.516, 0.165], [-0.081, -0.238, -0.345], [-0.247, -0.909, -0.379], [1.188, 2.222, -0.155], [0.467, -2.466, -1.724], [0.375, 0.529, 1.857], [-0.505, 0.399, -0.035], [0.675, 0.222, -0.104], [-1.688, 1.569, 1.167], [0.933, -0.960, -0.655], [-0.125, 0.222, 0.092], [-0.086, -0.341, 0.057], [0.078, 0.156, 0.223], [0.157, 0.000, 0.337], [0.401, -0.201, 0.083], [-0.275, 0.030, 0.016], [0.584, 0.187, 0.099], [0.057, 0.058, -0.066], [-0.069, -0.092, -0.238], [-0.197, -0.413, 0.112], [0.336, 0.772, 0.538], [-0.192, -0.375, -0.247], [-0.144, 0.304, 0.207], [0.013, 0.371, -0.395], [0.045, 0.007, -0.246], [0.394, -0.296, 0.261], [-0.199, 0.104, 0.365], [-0.285, -0.321, 0.520], [-0.117, 0.164, -0.172], [0.579, 0.535, 0.593], [-1.140, -1.482, 1.340], [-0.552, 1.015, -0.022], [-0.220, 0.512, -0.788], [0.231, 0.650, 0.168], [-0.457, -0.924, -0.496], [-0.227, -0.577, 1.391], [0.830, 0.893, -0.907], [-0.485, 1.304, 1.322], [2.255, -3.545, 1.147], [-1.213, 1.530, -0.894], [0.200, 0.572, 0.212], [0.261, 0.093, -0.240], [0.384, -0.038, -0.607], [-0.273, -0.517, 0.034], [0.245, -0.377, -0.356], [-0.119, 0.082, 0.008], [0.122, 0.622, -0.441], [-0.790, -0.065, -0.086], [0.187, -0.416, -0.358], [-0.054, 0.045, -0.267], [0.032, -0.303, 0.042], [-0.061, 0.507, 0.045], [0.033, 0.186, -0.337], [0.431, -0.196, 0.105], [0.015, -0.340, -0.309], [0.399, -0.067, 0.327], [-0.153, 0.095, -0.016], [-0.116, -0.327, -0.277], [-0.309, 0.578, -0.355], [-1.196, -0.016, -0.482], [1.278, -0.200, 1.822], [-0.384, 0.345, -0.202], [-1.265, 0.375, -0.283], [1.732, 0.936, -1.340], [-0.403, -0.226, 0.613], [-0.853, -0.995, 0.835], [-0.380, 0.324, 0.957], [0.447, 0.333, -0.618], [0.374, -0.469, -0.122], [0.014, 0.899, 0.847], [0.418, 0.268, -0.304], [-0.079, 0.363, 0.340], [0.356, -0.239, -0.207], [0.065, -0.230, -0.029], [-0.167, -0.303, -0.035], [0.496, -0.084, 0.039], [-0.300, 0.854, -0.278], [1.191, -0.711, -0.727], [-1.112, -0.023, -0.231], [0.102, -0.669, 0.264], [-0.115, -0.442, -0.289], [-0.054, 0.203, 0.077], [-0.001, -0.377, -0.452], [-0.454, 0.046, 0.048], [0.345, 0.228, -0.347], [-0.578, -0.063, 0.286], [-0.109, 0.355, 0.015], [0.430, -0.384, -0.218], [0.082, -0.094, -0.050], [1.729, -0.048, 1.519], [-2.427, 0.036, -2.804], [2.380, -0.351, -0.247], [0.693, 1.146, 3.703], [-0.078, -0.593, -0.581], [-1.712, -0.274, -0.394], [-0.699, -0.152, 0.018], [0.771, 0.202, -0.318], [-0.294, -0.404, 0.207], [0.178, 0.369, 0.032], [0.340, -0.400, 0.140], [-0.896, -0.364, 0.042], [0.022, -0.159, -0.098], [-0.792, 0.251, -0.259], [0.104, -0.429, 0.029], [0.378, 0.188, 0.553], [0.021, -0.106, -1.118], [-1.434, 0.501, -0.411], [0.340, -1.297, 0.525], [0.301, 0.220, -0.277], [0.298, -0.136, 0.787], [0.773, -0.820, -1.140], [-1.004, -0.276, 0.220], [0.769, 0.371, -1.081], [-0.468, 0.575, 0.413], [-0.018, 0.246, -0.403], [0.227, -0.070, -0.416], [-0.232, 0.320, 0.447], [0.355, 0.108, 0.435], [0.111, -0.123, -0.237], [0.241, 0.188, 0.106], [0.387, 0.217, 0.793], [-0.591, 0.200, -0.178], [0.005, -0.341, 0.429], [-3.604, -3.001, -0.416], [0.719, 0.929, -2.542], [2.863, 2.434, 1.167], [1.042, 0.467, 2.449], [0.136, 0.234, 0.201], [-0.667, -0.172, -0.711], [-0.143, -0.284, -0.170], [0.149, 0.191, -0.480], [0.246, -6.558, 2.938], [0.839, 2.741, -2.959], [1.606, -0.290, -4.381], [-2.016, 5.063, 3.338], [0.231, -0.606, 0.015], [-0.523, -0.718, 1.155], [0.014, 0.646, -0.695], [0.058, -0.135, 0.516], [-2.033, -0.481, -3.747], [-3.035, -1.463, -2.456], [3.654, 1.141, 4.338], [-0.421, -0.033, 0.787], [0.046, -0.037, 0.111], [0.523, 0.352, 1.061], [0.828, 0.597, 0.105], [-0.011, -0.282, 0.452], [-3.545, 4.196, 0.083], [2.477, -1.762, 0.324], [0.442, -0.264, 0.248], [0.601, -1.140, -0.157], [-0.117, 0.887, 0.744], [0.523, -0.487, -0.127], [0.134, -1.544, -0.849], [-0.522, 0.515, -0.512]]}